Record 1
ORCA calculation (wB97M-V/def2-TZVPD) on 6 unconnected molecules or ions with the total composition C31H54F5N6O9PS2 at a distorted geometry.

Properties
- Net charge: 0
- Orbital gap: 8.71 eV
- Highest occupied orbital energy: -10.11 eV
- Structure (SMILES): CCOP(=O)(CCCN(C(=O)OC[SH](=O)=O)S(=O)(=O)C(F)(F)C(F)(F)F)OCC.CCCC#N.CCCC#N.CCCC#N.CCCC#N.CCCC#N
- E: -104930.43909 eV

Each line ends with the Löwdin charge.
Atoms and positions in Å:
C: -2.45293 0.84545 4.55274  -0.066
C: -1.19630 1.83674 4.85970  -0.264
O: 0.05559 1.13276 5.08796  -0.239
P: 0.86625 0.73468 3.64588  0.687
O: 2.34013 0.43535 4.02095  -0.337
C: 0.91336 2.12558 2.36513  -0.187
C: -0.43545 2.21896 1.48642  -0.217
C: -0.24360 1.89909 -0.07066  -0.158
N: -1.58642 1.51670 -0.68031  -0.123
C: -2.54198 2.63552 -0.62334  -0.422
O: -2.22979 3.84323 -0.49362  0.142
O: -3.95807 2.37726 -0.77235  -0.054
C: -4.50928 1.83926 0.44917  -0.216
S: -4.36938 2.98771 1.91047  0.770
O: -5.03685 4.30617 1.56558  -0.378
O: -5.18181 2.36245 3.03951  -0.400
S: -1.41413 0.98493 -2.31232  0.858
O: -0.30062 1.75905 -2.99467  -0.279
O: -2.64707 1.21612 -3.16223  -0.269
C: -1.01266 -0.84071 -2.46399  -0.312
F: 0.30338 -0.95714 -2.97022  0.070
F: -1.87609 -1.39955 -3.45734  0.072
C: -1.20869 -1.68560 -1.10852  -0.340
F: -2.40198 -1.34429 -0.43281  0.092
F: -0.11181 -1.47854 -0.24851  0.106
F: -1.31150 -3.05294 -1.50053  0.102
O: 0.27629 -0.64240 2.84046  -0.271
C: -0.07792 -1.71852 3.74940  -0.268
C: -1.38156 -2.44846 3.08877  -0.081
H: -2.79163 0.88642 3.45668  0.047
H: -2.13237 -0.21562 4.82334  0.066
H: -3.33332 1.10132 5.25594  0.098
H: -1.12848 2.69498 4.10091  0.100
H: -1.46330 2.34160 5.86538  0.134
H: 1.21328 3.13202 2.84004  0.122
H: 1.77076 1.85937 1.63763  0.118
H: -1.18861 1.47605 1.93701  0.087
H: -0.88019 3.26735 1.61098  0.105
H: 0.12826 2.82560 -0.63232  0.142
H: 0.53591 1.07014 -0.27754  0.144
H: -5.64355 1.71337 0.26517  0.161
H: -4.12244 0.79956 0.72865  0.127
H: -3.03660 3.17315 2.31485  0.077
H: 0.72016 -2.54172 3.83052  0.133
H: -0.31878 -1.39204 4.81428  0.107
H: -1.84201 -1.66398 2.37131  0.064
H: -1.06482 -3.32685 2.43703  0.077
H: -2.19121 -2.68311 3.85511  0.077
C: 4.90491 -4.37061 -2.53945  -0.110
C: 3.39437 -4.20556 -2.43028  -0.262
C: 2.95033 -2.74269 -2.38003  -0.195
C: 3.41309 -2.05994 -1.16791  -0.234
N: 3.78041 -1.52275 -0.21831  0.148
H: 5.41597 -3.97257 -1.65906  0.074
H: 5.16143 -5.42953 -2.62208  0.052
H: 5.29282 -3.85818 -3.42450  0.073
H: 3.03677 -4.73975 -1.54420  0.116
H: 2.92875 -4.68130 -3.29907  0.093
H: 1.85755 -2.70436 -2.41061  0.090
H: 3.31092 -2.21193 -3.26584  0.124
C: 3.77591 -4.76565 -6.51481  -0.104
C: 5.09405 -5.31349 -7.04902  -0.280
C: 5.22413 -6.82987 -6.88893  -0.225
C: 5.27762 -7.23146 -5.47930  -0.223
N: 5.31486 -7.54696 -4.37254  0.143
H: 3.68304 -4.92410 -5.43703  0.044
H: 3.71420 -3.68978 -6.69863  0.074
H: 2.92424 -5.24254 -7.00783  0.079
H: 5.92506 -4.80762 -6.54599  0.113
H: 5.16739 -5.06832 -8.10887  0.063
H: 6.13913 -7.16215 -7.38585  0.088
H: 4.39220 -7.33301 -7.38922  0.115
C: -7.38843 8.18798 4.73015  -0.111
C: -6.06780 7.66133 4.18253  -0.261
C: -5.91814 6.14558 4.32551  -0.192
C: -5.85049 5.72406 5.72784  -0.209
N: -5.80219 5.39267 6.82943  0.155
H: -7.47225 8.01777 5.80641  0.068
H: -7.46393 9.26438 4.55780  0.075
H: -8.23743 7.70585 4.23756  0.075
H: -5.24018 8.17225 4.68541  0.106
H: -6.00388 7.91879 3.12073  0.111
H: -5.00187 5.83278 3.81610  0.101
H: -6.74675 5.63847 3.82387  0.124
C: 8.19641 -9.45765 -10.36823  -0.109
C: 6.86461 -9.54260 -11.10386  -0.265
C: 6.36552 -8.18591 -11.60405  -0.183
C: 6.04251 -7.27173 -10.50461  -0.165
N: 5.79405 -6.55195 -9.64098  0.184
H: 8.11409 -8.85786 -9.45829  0.070
H: 8.52942 -10.45704 -10.07777  0.075
H: 8.96821 -9.01532 -11.00384  0.078
H: 6.11852 -10.00081 -10.44679  0.113
H: 6.98397 -10.20852 -11.96406  0.110
H: 5.46717 -8.34087 -12.20961  0.121
H: 7.11366 -7.72985 -12.25843  0.124
C: -1.97805 8.35325 9.48980  -0.115
C: -3.29081 7.66990 9.85296  -0.267
C: -4.23028 7.49683 8.65841  -0.220
C: -4.69830 8.78055 8.12702  -0.236
N: -5.06104 9.78901 7.70611  0.141
H: -2.14233 9.37434 9.13651  0.072
H: -1.32678 8.40602 10.36601  0.071
H: -1.45021 7.79902 8.70884  0.074
H: -3.78707 8.24060 10.64449  0.112
H: -3.06601 6.68129 10.26533  0.109
H: -5.09678 6.90807 8.97274  0.102
H: -3.73151 6.92835 7.86926  0.104

Atomic forces in eV per Å
0.406 0.167 0.408
-2.281 0.485 1.346
-0.361 0.065 -3.603
5.762 -1.699 1.235
-4.187 0.971 -0.670
-0.491 0.063 -1.202
-0.414 0.011 0.371
1.139 0.773 0.168
-0.358 0.428 -0.423
-0.818 4.427 -0.568
-0.507 -5.315 -0.176
2.386 -0.912 1.711
-0.534 -1.114 -0.681
-6.388 2.469 2.630
3.014 -3.068 0.004
3.239 0.443 -2.876
-0.655 5.485 -6.901
-1.982 -2.925 3.234
2.478 -1.588 3.912
0.378 -2.371 -1.524
-3.069 0.281 1.552
2.054 1.652 2.662
-0.058 -1.544 0.626
2.917 -0.737 -1.689
-2.842 -0.661 -2.106
0.512 3.457 1.438
-0.230 2.265 2.189
-1.412 -2.495 0.056
0.207 1.476 -0.439
0.430 -0.173 1.681
-0.448 1.419 -0.520
1.370 -0.247 -1.417
0.201 -1.334 0.886
0.754 -0.782 -1.611
-0.627 -1.754 -0.489
-1.151 0.093 1.524
0.957 0.946 -0.887
0.623 -1.455 -0.367
-0.462 -1.289 0.909
-1.541 1.088 0.524
1.808 0.615 0.582
-0.113 1.479 -0.268
-0.774 -0.365 -0.641
-0.715 1.724 -0.289
0.434 -0.053 -1.535
0.650 -1.258 1.140
-0.557 0.991 1.134
1.261 -0.068 -0.998
0.061 -0.135 0.091
0.296 -0.291 -0.041
-0.281 -0.271 -0.055
0.082 0.253 0.084
-0.168 -0.173 -0.294
-0.043 0.052 -0.066
0.007 0.117 -0.044
-0.001 -0.016 0.038
-0.059 0.118 -0.082
-0.087 0.112 0.112
0.137 0.120 0.091
0.050 0.065 0.145
0.032 0.054 0.129
-0.232 0.484 0.084
0.264 0.208 -0.011
-0.118 -0.199 0.203
-0.012 0.163 -0.333
-0.035 -0.038 -0.053
-0.040 -0.084 0.017
0.027 0.030 0.040
-0.012 -0.151 -0.005
0.069 -0.162 0.254
-0.127 -0.059 0.194
0.044 -0.017 0.146
-0.011 0.078 0.053
-0.177 0.369 0.039
0.239 0.186 -0.231
-0.104 -0.211 0.140
0.023 0.128 -0.347
0.000 -0.002 -0.063
-0.023 -0.102 0.056
0.038 0.014 0.031
-0.029 -0.107 -0.051
0.096 -0.160 0.072
-0.129 -0.149 0.122
0.076 -0.079 0.156
0.014 -0.047 0.068
0.266 -0.274 0.176
-0.190 -0.291 -0.170
0.010 0.287 0.030
0.213 -0.502 -0.887
0.020 0.002 -0.069
0.006 0.116 -0.012
-0.032 -0.016 0.059
-0.016 0.095 -0.130
-0.131 0.131 0.016
0.021 0.190 0.109
-0.047 0.103 0.154
0.042 0.073 0.088
0.333 0.134 0.150
-0.070 -0.162 0.419
-0.069 0.105 -0.245
0.126 -0.316 0.140
-0.002 -0.074 -0.026
-0.011 0.011 -0.109
-0.020 0.045 0.032
-0.045 -0.096 -0.102
-0.161 0.042 -0.077
0.011 0.105 -0.251
-0.126 0.129 -0.023

=====

Record 2
ORCA calculation (wB97M-V/def2-TZVPD) on C4H7NO in the gas phase.

Properties
- Net charge: 0
- Orbital gap: 10.58 eV
- Highest occupied orbital energy: -9.51 eV
- Structure (SMILES): C1OC[C@H]2N[C@@H]12
- E: -7797.49383 eV
- Relative energy (zero: lowest compared OMol25 entry of this formula, charge and spin): 49.6 kcal per mole

Each line ends with the Löwdin charge.
Atoms and positions in Å:
C: 0.91877 0.99572 0.19593  -0.162
O: 0.19034 0.58303 1.34195  -0.126
C: -0.55994 -0.59736 1.08408  -0.159
C: -0.38670 -0.93541 -0.38470  -0.238
N: -0.89663 0.02375 -1.35188  0.066
C: 0.49983 0.10752 -0.95551  -0.241
H: 2.00046 0.88662 0.36274  0.121
H: 0.70858 2.05973 0.02868  0.122
H: -0.22008 -1.42069 1.72684  0.120
H: -1.60696 -0.38196 1.34023  0.122
H: -0.36796 -1.97536 -0.70194  0.136
H: -1.49609 0.73060 -0.93491  0.104
H: 1.21637 -0.07618 -1.75150  0.135

Atomic forces in eV per Å
0.099 0.122 -0.253
-0.127 0.121 0.033
-0.184 -0.221 -0.063
0.059 -0.195 0.133
-0.212 0.180 -0.045
0.271 -0.010 0.013
-0.165 -0.023 0.008
0.028 -0.114 -0.048
0.057 0.123 -0.142
0.097 -0.131 -0.061
-0.025 0.173 0.092
0.169 0.021 0.177
-0.069 -0.045 0.155

=====

Record 3
ORCA calculation (wB97M-V/def2-TZVPD) on 2 unconnected molecules or ions with the total composition C4H11NO2 at a distorted geometry.

Properties
- Net charge: 0
- Orbital gap: 10.52 eV
- Highest occupied orbital energy: -9.73 eV
- Structure (SMILES): CC(C)NC=O.O
- E: -9911.62217 eV
- Relative energy (zero: lowest compared OMol25 entry of this formula, charge and spin): 14.3 kcal per mole

Each line ends with the Löwdin charge.
Atoms and positions in Å:
C: -1.26933 -0.88860 0.51386  -0.389
N: -1.83100 -0.02927 -0.36173  0.042
C: -0.46923 1.94239 -0.09729  -0.064
C: -1.04556 0.98596 -1.10465  -0.414
C: -0.06805 0.28812 -2.01793  -0.050
O: -0.18399 -0.84151 1.05031  0.014
H: -2.01651 -1.65488 0.82576  0.130
H: -2.69240 -0.42537 -0.69807  0.126
H: 0.40124 1.47440 0.34728  0.074
H: -0.08344 2.85981 -0.55550  0.083
H: -1.19790 2.23098 0.65670  0.086
H: -1.81228 1.50400 -1.67356  0.132
H: -0.60969 -0.29252 -2.75543  0.079
H: 0.54082 -0.37564 -1.41539  0.077
H: 0.58231 0.99353 -2.50324  0.077
H: 3.70577 -2.09449 1.40764  0.029
H: 3.01476 -1.20532 2.44086  0.040
O: 3.69662 -1.19211 1.74663  -0.073

Atomic forces in eV per Å
-0.604 -0.350 1.184
0.516 -0.503 0.042
1.010 0.573 -0.148
-1.508 -0.297 0.291
-0.007 -0.006 0.336
0.258 0.121 -0.432
0.203 -0.028 -0.167
-0.112 0.524 -0.529
-0.024 -0.059 0.496
-0.246 -0.107 -0.215
0.024 -0.139 0.052
0.015 0.190 -0.331
0.012 -0.105 -0.220
0.221 -0.164 0.017
0.266 0.326 -0.339
-0.023 0.122 0.014
0.301 0.058 -0.455
-0.302 -0.157 0.405

=====

Which of these has the lowest E?
C31H54F5N6O9PS2

=====

Look up the highest occupied orbital energy of the first one.
-10.11 eV